(1)
{"formula": "C39H132N4O29", "method": "wB97M-V/def2-TZVPD", "total_energy_ha": -3965.9144, "homo_energy_ev": -8.19, "lumo_energy_ev": -0.267, "max_force_ev_per_a": 4.69, "homo_lumo_gap_ev": 7.92, "symbols": ["C", "H", "H", "H", "C", "H", "C", "H", "H", "O", "H", "H", "C", "H", "H", "H", "H", "H", "H", "C", "O", "H", "H", "C", "O", "O", "H", "H", "C", "H", "H", "H", "C", "H", "C", "C", "H", "O", "H", "H", "H", "C", "O", "H", "H", "H", "C", "H", "H", "H", "H", "O", "H", "H", "O", "C", "C", "H", "C", "H", "H", "C", "H", "H", "H", "O", "H", "H", "O", "O", "H", "O", "H", "H", "H", "H", "H", "O", "H", "H", "H", "H", "C", "H", "H", "H", "O", "H", "H", "H", "H", "H", "O", "H", "H", "O", "C", "H", "H", "H", "H", "H", "H", "H", "H", "H", "O", "O", "H", "H", "C", "H", "H", "H", "H", "O", "H", "C", "O", "H", "H", "H", "H", "C", "O", "H", "H", "H", "H", "H", "H", "C", "H", "H", "H", "C", "H", "H", "O", "H", "H", "H", "C", "O", "N", "C", "H", "O", "H", "H", "C", "H", "H", "C", "H", "N", "C", "H", "C", "H", "C", "N", "H", "H", "C", "H", "C", "H", "C", "C", "H", "H", "H", "H", "H", "C", "N", "C", "H", "H", "O", "H", "H", "H", "H", "H", "H", "H", "H", "O", "H", "C", "C", "O", "H", "H", "H", "H", "H", "O", "H", "C", "O", "H"], "positions_angstrom": [[6.427, 3.742, -0.071], [-3.765, 3.201, -0.215], [-4.764, -7.300, 2.523], [3.909, 1.349, 0.022], [4.717, 0.421, -4.495], [-5.850, 1.125, -1.641], [5.552, 1.073, 2.454], [3.463, -0.442, -6.071], [4.036, 4.984, -0.098], [2.496, 2.134, 2.474], [-1.730, -1.724, 0.396], [-2.997, -8.235, 3.553], [5.704, 0.829, 0.909], [-4.725, 0.896, -2.628], [5.197, 1.605, -0.969], [0.297, -5.615, 3.237], [4.030, -3.245, -1.109], [3.384, 2.453, 2.314], [7.733, -2.837, -4.590], [-0.470, -6.389, 3.209], [1.522, 0.749, 4.473], [-4.987, 7.054, 0.227], [-0.317, -0.174, -1.284], [-0.983, -6.758, 1.779], [-1.542, 1.407, 1.628], [-2.573, -2.154, 0.255], [6.758, 1.020, 0.708], [7.486, 3.902, 2.649], [-6.200, 1.990, 1.273], [2.611, 0.285, -4.063], [5.879, 2.009, -3.440], [-3.097, -3.764, -2.324], [4.556, -3.589, -0.218], [2.916, 3.721, 0.095], [-5.867, 5.843, 1.731], [7.556, -0.145, -3.804], [2.870, -1.882, 2.599], [-0.709, 4.275, -1.460], [7.056, 0.574, -5.840], [-0.920, -3.347, -2.536], [6.921, -2.120, -5.899], [5.738, 2.520, 2.842], [3.581, -4.113, 0.631], [-5.722, 4.958, -2.797], [-1.205, 0.486, 4.989], [4.000, 3.720, -1.367], [-6.009, 5.347, -0.748], [-4.153, 4.889, -1.990], [-1.549, 3.925, -1.162], [7.758, 2.496, 3.690], [1.393, -3.058, -2.608], [0.080, -0.245, -0.415], [7.753, 2.389, 1.925], [-0.923, 5.132, -1.828], [-2.940, 2.784, -0.464], [-3.910, -7.314, 1.847], [6.463, -1.346, -3.715], [-4.181, 5.503, 0.344], [-5.766, 4.360, 2.166], [-4.518, -2.131, -0.322], [-4.317, -4.098, 0.641], [-1.612, -8.190, 1.765], [6.401, -1.283, -1.454], [6.438, 3.947, -1.142], [-4.113, -5.568, -0.329], [-1.435, -4.477, 1.281], [-3.254, -9.379, 2.393], [2.020, -2.718, 3.534], [-0.584, -2.768, -3.225], [-3.309, 2.295, -3.314], [-1.200, 2.285, 1.798], [-1.034, -2.646, 3.979], [7.202, 2.995, 0.102], [5.478, -0.224, 0.738], [5.435, 2.325, -4.996], [-2.016, -5.249, -2.118], [-6.842, 6.320, 1.628], [4.189, -1.760, -3.642], [4.009, 4.982, 2.281], [-1.309, -6.050, 3.817], [-5.385, -1.385, 3.506], [-7.558, 3.325, -1.355], [0.197, -6.775, 0.797], [1.557, -0.554, 0.770], [-0.955, -8.953, 2.183], [1.942, 2.674, 1.910], [-3.828, -3.649, -2.930], [4.470, 0.930, -6.607], [-4.789, -1.960, 1.926], [5.764, 1.971, 4.946], [-6.379, 1.844, 2.338], [-2.230, 3.139, 3.284], [0.271, 3.573, 1.134], [-7.155, 6.757, -1.782], [0.852, -7.530, 1.232], [-0.571, 1.617, -2.593], [5.813, 1.495, -4.399], [-4.843, -4.902, 3.382], [5.976, -3.176, -4.851], [-3.787, -2.012, 3.402], [-5.161, 1.819, 0.990], [-3.327, -0.150, 1.887], [5.222, 3.628, 4.640], [2.176, 0.176, 1.943], [7.998, 1.651, -4.842], [-4.315, -7.658, 0.895], [-0.954, 0.089, 4.155], [-0.610, -0.366, -5.169], [-2.050, 4.625, 3.514], [-3.379, 2.920, -2.593], [5.035, 3.228, 0.445], [-5.557, -1.236, -0.962], [-1.676, -8.519, 0.728], [-0.305, -1.106, -4.644], [7.769, -1.995, -2.130], [4.948, 4.780, 2.286], [4.705, 0.476, 2.790], [4.916, 1.763, 0.072], [-4.026, -0.119, 2.544], [-2.527, 1.782, -3.111], [1.148, -3.491, -4.317], [-4.898, 6.389, -2.208], [-1.403, -4.184, 2.195], [7.180, 0.931, -4.818], [-0.094, 2.529, -5.619], [-0.108, -7.013, -0.222], [-8.558, 3.314, 2.187], [1.083, -1.848, -3.803], [-2.658, 2.320, 0.325], [8.525, -0.491, -4.163], [0.651, -5.789, 0.696], [-5.159, 5.983, 0.336], [1.913, 1.281, 3.780], [-6.263, 4.272, 3.132], [0.119, 1.614, -5.433], [7.261, 2.845, 2.785], [6.709, 4.678, 0.410], [-3.462, -5.879, 3.928], [-1.831, -4.539, -1.503], [-1.625, -4.983, -0.680], [-8.340, 4.735, 1.144], [-8.259, 5.490, -1.133], [4.433, 0.045, -5.971], [-5.351, -2.155, -0.792], [-6.146, 3.905, -0.273], [3.373, 1.064, -4.079], [3.208, 1.934, -4.715], [-3.369, 2.114, 4.135], [-8.668, 3.182, 0.425], [-2.388, -3.087, 0.360], [0.801, -2.857, -3.501], [-5.417, -5.401, 0.787], [-0.209, 3.666, 0.311], [6.763, -2.422, -4.864], [-3.305, -4.292, 3.337], [-1.971, -5.722, 1.420], [-3.831, -5.226, 3.137], [-3.763, 1.315, 3.784], [3.912, 3.920, -0.300], [-4.786, 3.979, 2.453], [-4.522, -1.433, 2.842], [5.004, 3.443, 1.913], [-0.592, 2.514, -2.260], [3.105, -3.497, 1.193], [5.265, 2.621, 4.226], [5.190, -4.470, -0.321], [-5.139, 5.354, -1.966], [-1.170, -1.747, 3.679], [-4.356, -5.187, 0.663], [-7.344, 6.058, -0.967], [-6.721, 1.274, 0.636], [3.507, 1.301, -3.024], [-0.297, 3.976, 1.790], [4.250, 2.224, 4.249], [7.778, 0.307, -2.837], [-3.441, -5.849, 1.758], [5.101, -0.729, -3.608], [-8.139, 3.668, 1.245], [-0.792, 2.485, -6.272], [-0.062, -7.290, 3.668], [1.982, -0.702, 1.615], [-0.008, 0.225, 4.100], [6.237, -2.871, -2.338], [-0.491, 0.271, 0.153], [5.096, -0.700, -6.411], [3.585, -1.604, -2.912], [-1.402, -0.066, -4.723], [-4.539, -3.308, -2.386], [-2.930, 1.832, 4.937], [-1.742, 3.900, 2.970], [-7.669, 6.659, -0.118], [-6.607, 3.513, 1.095], [-2.955, -8.333, 2.468], [2.897, -2.662, 3.154], [-5.333, 6.529, 2.389], [2.247, 0.561, 5.069], [6.446, 0.653, 2.915], [5.219, -2.884, 0.283], [-1.376, 0.924, 2.438], [-5.536, 0.507, -2.300], [0.100, 1.631, -3.275], [6.700, -1.885, -2.312], [-6.640, 3.058, -1.264], [-0.987, -2.577, 4.932]]}

=====

(2)
{"formula": "C39H18Cl3F4Ge2N6PdS2", "method": "wB97M-V/def2-TZVPD", "total_energy_ha": -8683.8080, "multiplicity": 4, "homo_energy_ev": [-2.33, -3.73], "e_above_lowest_kcal_mol": 18.00, "lumo_energy_ev": [3.526, 1.187], "total_charge": -2, "max_force_ev_per_a": 0.29, "homo_lumo_gap_ev": [5.86, 4.91], "s_squared": 3.831, "symbols": ["C", "C", "F", "C", "C", "C", "Ge", "C", "F", "C", "H", "C", "C", "N", "C", "H", "Pd", "C", "C", "H", "C", "H", "F", "S", "H", "C", "H", "H", "C", "H", "H", "C", "C", "H", "C", "C", "C", "C", "H", "C", "C", "C", "N", "C", "C", "C", "N", "N", "Cl", "C", "Ge", "C", "C", "N", "N", "H", "C", "C", "H", "Cl", "F", "C", "C", "C", "C", "Cl", "C", "C", "H", "H", "S", "H", "C", "H", "H"], "positions_angstrom": [[3.098, -1.957, 2.222], [6.547, -0.817, 0.635], [4.879, -0.455, -2.540], [8.228, -2.638, -1.035], [-4.534, 3.384, -3.542], [5.810, 0.049, 1.381], [-3.222, 1.117, -0.238], [-4.382, 2.076, -1.504], [7.522, -1.493, 1.254], [2.880, 2.471, 1.136], [-6.515, 3.882, -4.214], [-6.538, 2.712, -2.411], [-2.234, -0.688, -2.322], [9.151, -3.250, -0.712], [4.004, 1.753, 1.634], [-4.039, 3.901, -4.356], [-0.287, 0.956, 1.270], [2.022, -1.178, 1.723], [-1.481, 1.956, -0.043], [2.175, -2.262, -1.525], [-2.820, -2.995, -2.660], [-4.329, -1.756, 0.101], [6.106, 0.143, 2.682], [0.447, -0.383, -0.374], [-5.442, -0.282, 4.977], [4.741, 0.831, 0.862], [-4.150, -3.829, -1.196], [-6.283, 1.553, -0.637], [-3.707, -1.769, -0.787], [-2.696, 2.777, -2.646], [-5.576, 2.221, 1.514], [-5.641, 1.018, 3.278], [4.314, 2.052, 2.990], [-1.674, 0.183, -2.648], [6.961, -2.032, -2.948], [-5.135, 1.378, 2.034], [6.331, -1.040, -0.751], [3.788, -2.825, 1.420], [3.369, -1.850, 3.264], [-3.463, -0.321, 2.229], [2.426, -2.187, -0.474], [-3.779, 2.739, -2.572], [1.946, 3.046, 0.776], [-2.132, -1.858, -3.062], [4.503, 0.580, -0.517], [7.125, -1.894, -1.541], [4.682, -4.615, -1.497], [5.664, -4.279, 2.441], [-3.745, 4.235, 0.922], [-3.609, -2.947, -1.520], [-1.506, 3.833, 0.844], [-3.015, -0.621, -1.168], [-5.054, -0.011, 4.001], [6.908, -2.147, -4.095], [4.545, 2.355, 4.079], [-1.506, -1.883, -3.947], [-5.773, 2.070, -1.446], [-5.920, 3.375, -3.463], [-0.977, 2.128, -0.999], [-0.976, 5.816, 1.991], [3.513, 1.229, -1.140], [1.694, -1.287, 0.341], [-3.956, -0.678, 3.475], [4.140, -3.872, -0.806], [3.441, -2.948, 0.039], [-1.156, 2.559, 2.843], [5.234, -0.294, -1.259], [4.842, -3.621, 1.980], [-7.619, 2.697, -2.336], [-6.484, 1.561, 3.690], [1.178, -0.157, 2.777], [-2.739, -3.912, -3.231], [-4.045, 0.709, 1.485], [-2.599, -0.843, 1.838], [-3.474, -1.469, 4.038]]}

=====

(3)
{"formula": "C39H18Cl3F4Ge2N6PdS2", "method": "wB97M-V/def2-TZVPD", "total_energy_ha": -8683.7834, "multiplicity": 4, "homo_energy_ev": [-3.08, -3.40], "e_above_lowest_kcal_mol": 33.45, "lumo_energy_ev": [3.565, 1.252], "total_charge": -2, "max_force_ev_per_a": 1.95, "homo_lumo_gap_ev": [6.65, 4.65], "s_squared": 3.805, "symbols": ["C", "C", "C", "C", "C", "C", "C", "C", "H", "C", "C", "H", "C", "Ge", "Ge", "Cl", "N", "F", "C", "C", "Pd", "C", "H", "C", "F", "C", "N", "C", "C", "C", "H", "C", "Cl", "S", "C", "H", "H", "N", "N", "C", "H", "H", "H", "C", "N", "H", "F", "C", "Cl", "C", "C", "C", "H", "H", "C", "C", "C", "C", "C", "C", "C", "C", "C", "C", "H", "H", "H", "H", "C", "N", "C", "H", "F", "H", "S"], "positions_angstrom": [[-3.284, 0.161, 1.510], [-0.211, -2.399, 5.794], [-3.896, -4.796, 2.608], [-5.392, -1.008, 1.284], [1.756, 0.701, -4.405], [7.638, 2.882, -6.564], [1.059, 3.610, 2.265], [-3.776, -3.880, 0.328], [-1.289, -4.207, 2.626], [-0.904, -0.911, 3.536], [1.281, 0.588, -3.091], [-3.749, -1.707, 2.463], [-0.596, -0.333, 0.251], [-1.356, 0.159, 1.946], [4.222, -0.435, -1.002], [5.890, -1.660, -0.141], [8.350, 2.675, -7.448], [2.914, 2.697, -2.732], [4.964, 1.671, -6.085], [-1.848, -1.183, 4.524], [0.977, -1.229, -0.545], [0.195, 4.633, 2.632], [-2.859, -0.803, 4.424], [-1.628, 3.061, 2.676], [5.222, 3.782, -3.171], [-1.789, -3.961, 1.697], [-6.291, -4.327, -0.004], [0.977, 0.049, -5.390], [3.576, 2.306, -3.822], [0.744, -2.115, 4.828], [-5.402, 1.829, -0.560], [-5.049, 1.064, 0.120], [2.907, -0.398, 0.935], [0.661, -3.168, 0.885], [-1.040, -3.399, 0.664], [-6.013, -1.866, 1.511], [-2.252, -2.144, 6.400], [0.284, -0.448, -6.167], [0.861, 0.509, -2.013], [-3.770, 1.146, 0.652], [0.060, -2.981, 6.667], [-1.826, 5.155, 3.111], [-3.520, -3.070, -1.635], [-5.861, -0.018, 0.434], [7.929, 5.005, -3.996], [1.150, -1.153, 2.965], [3.279, 0.236, -6.754], [-3.033, -3.315, -0.701], [2.873, -2.215, -1.792], [0.398, -1.371, 3.709], [-1.665, -3.074, -0.564], [-3.148, -4.213, 1.547], [0.568, 5.643, 2.751], [1.245, 1.534, 1.801], [6.823, 3.204, -5.453], [0.573, 2.322, 2.104], [7.400, 4.186, -4.613], [-4.112, -0.918, 1.814], [-5.167, -4.125, 0.148], [2.987, 1.357, -4.690], [4.781, 2.896, -4.063], [-1.507, -1.928, 5.643], [3.748, 1.099, -5.852], [-0.773, 2.028, 2.304], [-3.132, 1.984, 0.389], [1.760, -2.473, 4.941], [-2.682, 2.857, 2.837], [-1.263, -0.065, -0.566], [-1.149, 4.356, 2.833], [-4.500, -5.273, 3.465], [5.565, 2.607, -5.207], [2.109, 3.813, 2.093], [5.613, 1.314, -7.197], [-6.856, -0.092, 0.012], [-0.754, -2.461, -1.902]]}

=====

(4)
{"formula": "C39H24N8Sr", "method": "wB97M-V/def2-TZVPD", "total_energy_ha": -1969.5323, "homo_energy_ev": [-6.03, -6.01], "e_above_lowest_kcal_mol": 3.08, "lumo_energy_ev": [-1.086, -1.103], "max_force_ev_per_a": 1.04, "homo_lumo_gap_ev": [4.94, 4.90], "symbols": ["C", "H", "H", "C", "C", "H", "H", "C", "H", "H", "H", "C", "H", "C", "C", "C", "C", "C", "C", "H", "C", "C", "C", "C", "C", "C", "C", "H", "H", "N", "H", "C", "C", "C", "H", "C", "H", "C", "C", "H", "H", "H", "C", "C", "C", "C", "H", "N", "H", "C", "C", "C", "N", "Sr", "C", "C", "N", "C", "C", "C", "H", "N", "N", "N", "N", "H", "H", "C", "H", "H", "C", "C"], "positions_angstrom": [[-2.867, -1.017, 1.090], [4.820, 0.225, -3.237], [-2.220, 0.774, -7.434], [3.863, -0.191, -1.358], [4.951, -0.115, -2.218], [-1.776, 4.055, -0.343], [3.443, 3.250, 2.234], [2.437, 0.093, -1.531], [-7.421, -2.298, 1.293], [1.839, -3.733, 6.320], [5.375, -1.398, 1.453], [6.347, -0.945, -0.419], [2.450, 3.463, -0.051], [4.019, -0.648, -0.036], [-4.434, -0.790, -0.583], [-6.567, -1.875, 0.780], [-5.652, -0.889, -1.236], [2.685, -0.634, 0.567], [2.563, 2.693, 2.551], [0.206, 0.977, -7.665], [1.470, 3.456, 0.413], [0.950, -2.032, 3.557], [-0.176, -3.376, 5.687], [-5.345, -1.789, 1.431], [6.192, -0.491, -1.733], [0.587, 0.513, -2.968], [-6.718, -1.431, -0.534], [-2.018, 3.402, 2.030], [-0.037, 2.803, 3.359], [-2.321, -1.431, 2.219], [2.865, -2.538, 4.387], [-1.038, 3.419, 1.570], [-2.193, 0.566, -5.302], [-0.446, -2.134, 3.681], [-5.752, -0.555, -2.260], [5.266, -1.034, 0.440], [7.332, -1.236, -0.078], [0.028, 0.643, -4.324], [-0.219, 0.851, -6.678], [-5.212, -2.143, 2.445], [2.403, 2.863, 3.615], [2.778, 1.629, 2.412], [0.614, 0.799, -5.570], [1.791, -2.609, 4.498], [-3.110, -0.306, -1.015], [0.081, 3.082, 2.319], [-2.097, -2.898, 4.822], [-0.460, 0.379, -2.108], [0.474, 4.082, -1.377], [-1.365, 0.527, -4.192], [1.354, 3.094, 1.754], [1.211, -3.275, 5.566], [-2.259, -0.423, 0.028], [-0.257, 0.973, 0.275], [0.358, 3.805, -0.337], [-1.016, -1.453, 2.510], [-2.843, 0.083, -2.255], [-1.021, -2.813, 4.744], [-1.633, 0.336, -2.756], [1.206, -1.298, 2.311], [-3.264, 0.460, -5.190], [2.403, -1.101, 1.783], [-0.002, -0.963, 1.782], [1.874, 0.441, -2.694], [1.821, -0.159, -0.360], [-0.592, -3.910, 6.532], [1.690, 0.873, -5.662], [-1.603, 0.736, -6.545], [-7.686, -1.521, -1.009], [7.061, -0.441, -2.377], [-4.281, -1.235, 0.737], [-0.905, 3.784, 0.239]]}

=====

> Number 2 is which compound?

C39H18Cl3F4Ge2N6PdS2